87
Properties=species:S:1:pos:R:3:forces:R:3 method="wB97M-V/def2-TZVPD" s2=3.7902 e_homo_ev="-3.714 / -4.575" e_above_lowest_kcal_mol=0.00 lumo_energy_ev="2.003 / 1.921" spin_multiplicity=4 charge=-1 total_energy_ha=-4618.8590 max_force_ev_per_a=3.35
V 0.15529 -0.17060 -1.46503 -0.244 1.078 0.615
Cl -4.93635 -2.97651 2.00954 0.078 0.011 0.190
Cl -3.47390 -5.42384 0.75282 -0.206 -1.507 0.257
S 1.06270 -0.50005 4.83547 -0.414 1.431 0.119
O 0.56207 -0.92794 0.32197 0.817 -1.882 1.014
O 0.00191 -4.06354 -2.85699 -0.305 -1.227 -0.125
O 1.06170 -1.59642 5.77450 0.477 0.361 -0.338
O 2.46319 -2.16678 0.23190 -0.692 0.155 0.058
O -3.98502 0.83465 -1.60111 2.000 -0.526 0.132
O 1.89578 0.68688 4.99419 -0.692 -0.777 0.561
N 1.36493 -1.05228 3.37599 0.236 -0.387 -0.512
N 0.68296 1.64746 -0.07469 0.002 0.200 0.387
N -1.90816 -0.09893 -1.01335 0.892 -0.182 -0.372
N 2.16387 0.31598 -1.82764 -0.569 -1.165 -2.599
N -0.66605 1.59030 -2.58288 0.882 0.883 -0.777
N 0.79220 -0.63248 -3.43051 1.993 0.134 1.074
N 2.98078 1.10553 0.23026 -2.342 0.083 -1.363
N -0.55039 -2.06530 -1.86573 -0.984 0.319 0.987
C -3.60124 -2.78991 0.92351 0.423 -0.067 -1.391
C 5.05316 0.78625 -2.86248 -2.323 -0.831 -0.053
C 1.34709 -1.94314 0.68601 -0.247 0.751 -1.029
C -2.02716 3.62519 -3.88250 0.588 -1.766 0.606
C 2.28998 -1.70538 -5.67493 0.561 2.044 1.290
C 0.83689 -2.04210 -3.67621 0.632 0.629 -0.488
C -3.27989 0.84452 5.01520 -0.288 0.288 -0.694
C 2.16054 -0.11378 -3.16084 -0.309 0.606 1.683
C 2.89657 -0.51077 -5.54431 -1.776 -1.068 2.335
C 0.89853 -2.82832 1.84353 -1.691 -1.075 0.466
C -1.62713 -0.71310 4.22889 0.959 -0.199 0.062
C -1.93837 -3.72580 -0.61523 -0.858 0.342 0.881
C 1.84714 2.28858 1.91600 -1.574 0.328 1.136
C 1.57890 -2.48560 -4.67191 0.035 0.326 -0.970
C -2.96962 -3.87211 0.31530 -0.017 0.720 0.388
C -1.99717 1.69025 -2.49423 0.110 0.280 -0.200
C 0.69008 2.89760 2.39686 0.895 0.477 0.673
C -0.64885 0.08466 4.77985 1.200 0.677 0.305
C 0.04738 -2.85305 -2.74753 0.092 -0.341 0.170
C 3.17124 0.84902 -1.17417 2.009 0.133 1.049
C -3.28260 -1.52126 0.44908 0.306 -0.194 -0.046
C 4.47098 1.07814 -1.60559 -0.999 -0.307 -0.802
C 1.71954 -2.45096 3.06293 0.847 1.668 -1.871
C -2.92956 -0.32642 4.28242 -1.374 0.997 0.533
C -0.34758 2.37447 0.35699 0.410 0.913 0.633
C -4.73157 1.30233 5.20798 1.572 -0.351 -0.745
C -0.93804 1.33883 5.30182 -0.069 -1.091 -0.099
C 0.03046 2.53998 -3.27085 -1.017 -0.733 0.019
C 1.81037 1.69447 0.66676 0.602 -0.573 -0.535
C -2.26259 1.68990 5.44810 -0.451 0.431 -0.063
C -2.75340 2.62153 -3.14990 -0.733 3.090 -1.074
C 4.52647 0.33052 -4.01811 0.096 0.902 1.689
C -0.63022 3.58267 -3.94205 0.059 -0.896 1.082
C 3.05670 0.30548 -4.28510 -0.355 0.090 -0.633
C -2.30830 -1.33574 -0.51834 -0.706 -0.642 1.080
C -2.72060 0.73537 -1.63485 -2.670 -0.440 0.703
C -1.58891 -2.46152 -0.99145 0.909 1.552 -0.964
C -0.37419 3.11158 1.53288 0.843 -1.061 -0.309
H -5.19619 0.65241 5.89349 -0.766 -0.991 0.823
H 6.06519 0.92501 -2.82108 2.674 0.318 -0.298
H 3.76327 1.33489 0.79730 0.683 -0.028 -0.060
H -5.22888 1.20524 4.25240 -0.420 0.335 -0.125
H 2.83083 -2.55507 2.95367 -1.034 0.031 -0.200
H 1.11093 2.39309 -3.34176 -0.297 0.106 0.268
H -2.41567 4.39572 -4.49403 -1.200 0.635 -0.132
H -1.42799 -4.56159 -0.99896 0.453 -0.863 -0.404
H 0.99694 -3.91201 1.62212 0.608 0.695 -0.270
H -0.14270 1.97189 5.60726 0.541 0.451 0.276
H 1.38173 -3.05520 3.81425 -0.562 -1.338 2.370
H -3.67132 -0.88674 3.71368 -0.056 0.014 0.433
H 2.69804 2.19657 2.56155 0.353 -0.135 0.125
H -0.04328 4.36127 -4.42206 -0.205 -0.217 -0.117
H 3.41976 -0.11143 -6.33829 0.944 0.718 -1.826
H -1.28737 -1.60938 3.74998 -0.245 -0.429 -0.351
H 0.65010 3.23911 3.45309 0.164 -0.034 -0.924
H -3.88925 2.68673 -2.96189 2.159 -0.401 -0.502
H 0.31114 -0.17603 -4.16974 -0.405 0.691 -0.850
H -4.79322 2.28857 5.65405 0.053 0.278 -0.351
H 5.19716 1.48800 -0.96125 0.297 0.462 1.228
H 2.41533 -2.08042 -6.63680 -0.063 -1.264 -1.468
H 2.81641 1.36477 -4.53575 -0.176 -0.129 -0.154
H -2.51434 2.68932 5.82802 0.039 -0.532 0.039
H -0.20790 -2.82626 2.17968 1.495 0.782 -0.871
H -1.13818 3.80647 1.75921 -0.970 0.146 0.251
H 1.35693 -0.33682 2.63304 0.104 -0.641 0.448
H 1.58710 -3.50994 -4.88826 -0.151 -1.536 0.144
H -1.20310 2.41150 -0.26574 -0.621 -0.102 -0.569
H 5.21998 0.31392 -4.81343 0.321 -0.447 -1.152
H -3.80397 -0.70209 0.87404 -0.334 0.814 0.095

---

12
Properties=species:S:1:pos:R:3:forces:R:3 method="wB97M-V/def2-TZVPD" e_homo_ev=-10.272 smiles=N#C[C@]1(N)C[C@H]1Cl e_above_lowest_kcal_mol=54.23 lumo_energy_ev=0.698 charge=0 total_energy_ha=-725.0492 max_force_ev_per_a=4.98
Cl -1.08480 -1.89829 1.04735 0.632 1.265 0.292
N 2.10669 2.06262 1.30275 0.926 0.852 0.604
N 1.22031 -0.58055 -0.82279 0.568 -4.363 2.340
C 1.52390 1.24467 0.76517 -0.842 -0.128 -0.217
C -0.53611 -0.17198 1.09270 0.838 -0.865 -3.388
C 0.65510 0.30619 0.12428 -1.498 -1.037 1.165
C -0.79976 0.64783 -0.17285 1.040 -3.202 -0.562
H 1.89389 -1.39120 -0.44749 -2.143 2.552 -0.585
H -1.01643 0.05240 -1.12870 -0.149 0.710 1.866
H -0.39033 0.25065 2.05785 -0.590 0.233 0.557
H 1.75804 -0.05815 -1.40750 1.862 1.612 -2.387
H -1.25958 1.56178 -0.14894 -0.644 2.372 0.314

---

19
Properties=species:S:1:pos:R:3:forces:R:3 method="wB97M-V/def2-TZVPD" e_homo_ev=-8.359 e_above_lowest_kcal_mol=37.10 lumo_energy_ev=-0.388 charge=0 total_energy_ha=-1754.0107 max_force_ev_per_a=4.55
S 3.39251 1.29464 0.46018 -1.843 0.546 -0.693
S -3.32637 1.41601 -0.31792 1.767 0.645 -0.766
S 1.10679 -2.94536 -0.86917 -0.279 0.439 -1.612
N 0.25924 -1.54972 -1.52161 -1.818 0.319 2.010
N -3.36833 0.10301 0.65694 -3.883 0.878 0.370
N 2.39234 -0.00581 0.38792 -0.711 -0.414 -0.187
N 0.63961 -2.89072 0.68437 -0.053 -0.497 2.010
N 0.89817 1.72726 0.05973 0.834 -0.603 -0.708
N -2.32676 -0.51688 0.69572 3.081 -2.731 1.154
C 0.02256 -0.61058 0.06596 1.332 -3.782 -2.150
C 2.02143 2.37171 0.10711 0.530 0.211 1.107
C -1.27644 -0.00603 0.00851 -1.220 2.505 -1.204
C -1.63451 1.16456 -0.65400 -2.207 -1.255 0.875
C 0.17244 -1.81770 1.12452 -1.413 3.072 -1.301
C 1.14615 0.34605 0.13311 1.521 1.614 0.702
H -1.14761 1.79592 -1.33195 0.836 0.540 -0.548
H 2.06800 3.48462 0.12830 0.119 -1.091 -0.181
H -0.30346 -1.45421 2.07417 0.947 -1.463 -0.416
H -0.73573 -1.90680 -1.89189 2.461 1.066 1.536

---

90
Properties=species:S:1:pos:R:3:forces:R:3 method="wB97M-V/def2-TZVPD" e_homo_ev="-18.463 / -18.444" lumo_energy_ev="-14.742 / -14.778" charge=+4 total_energy_ha=-4932.8559 max_force_ev_per_a=4.13
Pb -0.82746 0.03122 1.00070 1.686 -0.653 -0.093
Br -4.74592 0.89331 2.68748 -0.103 0.829 -0.732
P -1.84974 -1.76497 -1.79785 -2.358 -1.831 -2.859
P 2.16043 -0.44917 -0.47948 0.997 -0.020 -0.139
N 1.32929 -1.37518 4.98278 -0.813 0.540 -0.706
N -1.10594 -1.29589 5.32702 0.413 0.518 -1.081
N 0.20469 0.77339 5.32530 -0.256 -0.189 -0.962
N 3.48615 3.67515 -2.67243 -3.753 1.208 0.658
N -0.14339 -0.46339 3.22060 0.354 0.473 -0.120
C 1.19516 3.80481 -3.34053 0.297 -0.114 0.666
C 0.14228 -2.05954 5.55039 -0.079 -0.275 -0.199
C 1.40782 -0.02380 5.60459 0.251 -0.237 -0.238
C -3.36947 -0.89029 -4.16953 0.049 -0.533 -0.447
C 0.01671 0.90672 3.87261 0.230 -0.424 1.047
C -3.96495 4.22302 0.13910 0.459 -0.505 -0.031
C 2.90347 -2.13622 -0.28164 -0.722 -0.212 0.380
C -2.81741 3.75183 -0.55250 -0.969 0.276 0.459
C 1.87025 4.58230 -1.16829 -0.077 -0.571 -0.632
C -1.74636 4.45345 -1.26093 2.764 -1.440 -0.484
C -1.33410 -3.99704 -3.64585 -0.583 -0.370 0.097
C 2.53996 3.53786 -3.60398 0.982 -0.477 -1.378
C -4.37173 -3.29340 -1.66270 -0.401 0.189 -0.578
C 3.66503 0.37317 -2.87465 0.278 -0.093 -0.213
C 4.85645 0.33020 0.35908 0.441 0.085 -0.060
C 4.02305 -2.62189 -1.20286 0.344 -0.053 -0.129
C -3.22201 1.55639 0.42475 -0.368 0.176 0.263
C -0.83593 -2.67679 -3.06229 1.406 0.813 0.587
C 3.18809 4.27834 -1.52201 1.488 0.290 0.679
C -4.66883 3.39132 1.06156 0.682 0.254 -0.991
C 1.14941 -1.23469 3.53535 -0.088 -0.165 0.667
C -0.56914 4.33792 -1.65349 -2.185 1.303 0.454
C -0.94204 0.06268 5.91632 -0.261 -0.311 -0.094
C -2.56211 2.38025 -0.49204 0.428 -0.756 0.386
C 3.37969 0.70559 0.29166 -0.530 0.226 0.461
C -1.32086 -1.15856 3.87582 0.316 -0.227 1.190
C 2.32345 -0.06666 -2.28576 -0.844 0.076 0.031
C -3.00421 -3.01072 -1.04886 0.888 0.079 1.509
C -4.21234 2.08860 1.25696 -0.099 -0.098 0.474
C -2.91360 -0.57136 -2.74516 0.388 1.247 1.019
C 0.81518 4.26570 -2.05787 0.361 -0.030 -0.104
H -2.22459 -0.56120 3.69424 0.111 -0.071 0.018
H -3.16176 -2.65019 -0.01441 -0.049 -0.231 -0.193
H -2.52693 -1.01802 -4.85988 -0.214 -0.076 0.171
H 1.68279 5.03817 -0.20711 0.095 0.000 0.060
H -1.41406 -2.15018 3.41665 -0.050 0.077 0.127
H 4.47743 -0.35171 -2.72431 -0.325 0.307 -0.003
H -0.75882 -0.06072 6.99380 -0.186 0.167 -0.369
H 3.97949 1.35998 -2.50905 0.024 -0.492 0.138
H 3.52847 0.48664 -3.95987 0.086 -0.112 0.217
H 4.22759 -3.67166 -0.95169 -0.066 0.259 -0.081
H -0.54876 -4.38835 -4.30447 -0.077 0.180 0.167
H 3.25269 1.66113 -0.24073 -0.052 -0.132 0.197
H 1.07512 -2.21655 3.05005 0.013 0.126 0.221
H -3.06824 0.47540 0.61706 -0.422 0.798 -0.847
H 4.96942 -2.08247 -1.06724 -0.358 -0.060 -0.075
H -4.31297 -3.78494 -2.64140 0.068 0.246 0.208
H -0.89426 1.47615 3.64783 0.078 0.118 0.216
H 0.46507 3.63158 -4.12353 0.156 -0.014 0.020
H -1.75702 2.04175 -1.14818 -0.217 -0.319 0.225
H 1.98945 -0.67333 3.10139 -0.229 -0.077 0.120
H 4.02556 4.50225 -0.85312 -0.247 0.043 -0.116
H 0.04219 -3.05192 5.07713 0.053 0.328 0.316
H -2.23664 -3.88117 -4.25862 0.178 0.011 0.261
H -4.03478 -1.75973 -4.23152 0.277 0.151 0.081
H -4.30317 5.24078 -0.03187 0.057 -0.071 0.229
H -5.54712 3.80742 1.54120 0.174 -0.157 0.262
H -1.50293 -4.75393 -2.87049 -0.040 0.156 -0.242
H 1.59523 0.74488 -2.46047 0.050 -0.262 -0.101
H 1.49281 -0.14893 6.69325 0.100 0.088 -0.392
H 2.86827 3.17119 -4.58299 -0.169 0.152 0.207
H -4.99700 -2.39475 -1.73139 0.152 -0.222 -0.073
H -2.42116 -3.94031 -0.94880 -0.056 0.309 -0.003
H 0.90409 1.38113 3.42344 -0.256 -0.036 0.171
H 3.21697 -2.19417 0.77406 -0.125 -0.046 -0.251
H 0.11905 -2.86147 -2.53425 -0.140 -0.046 -0.314
H 1.93873 -0.95791 -2.81103 0.113 0.304 0.060
H -3.78060 -0.34508 -2.10153 0.307 -0.111 -0.083
H -2.32018 0.36067 -2.78032 -0.244 -0.171 -0.019
H 5.36763 1.11409 0.93405 -0.055 -0.250 -0.082
H 3.73924 -2.59823 -2.26278 0.065 0.048 0.254
H 0.28145 -2.17220 6.63035 0.023 -0.087 -0.253
H -1.86495 0.63372 5.75041 0.213 -0.096 0.137
H 2.05388 -2.83324 -0.39030 0.224 0.125 0.161
H 2.29424 0.48988 5.21876 -0.095 -0.033 0.129
H 5.03182 -0.61923 0.88052 -0.065 0.239 -0.178
H -4.89078 -3.98910 -0.99180 0.189 0.136 -0.044
H 3.01820 0.86714 1.32244 0.128 0.100 -0.279
H -3.94373 -0.02830 -4.53427 0.143 -0.120 0.211
H -0.60027 -1.95974 -3.86635 -0.121 -0.056 0.369
H 5.34485 0.30108 -0.62421 -0.235 -0.119 0.288

---

21
Properties=species:S:1:pos:R:3:forces:R:3 method="wB97M-V/def2-TZVPD" e_homo_ev=-9.292 e_above_lowest_kcal_mol=233.54 lumo_energy_ev=-5.220 charge=0 total_energy_ha=-440.3430 max_force_ev_per_a=5.02
O 1.94915 0.36573 -1.26491 0.610 -0.208 0.541
O -1.68501 -0.97745 0.96413 1.167 4.800 -0.901
O 2.60777 -0.72221 0.90066 0.285 0.611 -2.555
N -0.03496 0.89013 0.89123 -0.204 -2.453 1.957
C -1.92644 0.48841 -0.99012 1.389 -1.725 -0.134
C -1.61832 0.34629 0.60368 -2.445 -1.882 -0.955
C 0.50854 0.14869 2.08518 -3.011 0.730 1.899
C -0.86092 -0.30526 -1.82245 0.536 0.511 -0.496
H -2.17201 1.10274 1.21644 0.336 -0.998 -0.110
H 0.54977 -0.90942 1.89993 0.682 0.095 -0.080
H 2.49542 -1.61885 0.55719 0.154 -0.153 0.375
H -1.93106 1.51590 -1.37204 -0.424 -0.067 0.665
H -0.41820 -1.04287 -1.14881 0.058 -0.196 -0.181
H -0.26643 0.25549 2.91554 0.658 0.167 -0.994
H 2.53437 -0.18330 -0.12094 -0.269 -0.352 1.343
H -1.31143 -0.91110 -2.68993 0.656 1.268 1.180
H 0.03176 0.36993 -2.11180 -1.593 -1.232 0.104
H -2.84114 -0.10276 -1.19589 0.009 1.037 0.627
H 1.39339 0.55278 2.56658 0.499 0.260 -0.847
H 0.45351 0.45470 0.14751 1.158 -0.337 -1.755
H 2.54226 0.28243 -2.03116 -0.251 0.123 0.317

---

37
Properties=species:S:1:pos:R:3:forces:R:3 method="wB97M-V/def2-TZVPD" e_homo_ev=-9.704 lumo_energy_ev=0.562 charge=0 total_energy_ha=-1229.6537 max_force_ev_per_a=3.12
S 1.30185 -0.55166 1.41168 -1.246 1.841 2.019
F 2.76697 0.28221 4.49683 -0.752 -1.082 0.001
O -0.97574 -1.38388 -3.38026 0.134 0.176 0.232
O 1.94930 -0.24900 -0.09970 0.536 0.056 0.996
O 2.54694 -1.30319 2.29272 -0.585 0.498 -1.310
O 1.05740 0.71789 2.16308 0.670 -2.373 -1.906
O 0.76163 1.65154 -0.62192 -0.715 -0.892 -0.640
C 1.96795 -0.85809 4.72428 -0.948 -0.021 0.460
C -1.71713 1.51930 -0.11583 -0.834 -1.010 -0.679
C 0.51220 -0.44014 5.15803 0.286 0.257 0.076
C 0.04789 -1.31029 -4.36956 -0.337 -0.246 -0.204
C -3.00907 2.45450 -0.05806 0.752 -0.594 -0.269
C 0.93750 0.29905 -0.98688 0.234 -0.257 0.489
C -0.54599 -0.97601 -5.72406 0.023 0.099 -0.077
C 1.99271 -1.86591 3.49705 0.665 -0.554 0.683
C -0.54191 2.13466 -0.96213 -0.683 1.345 0.315
H -3.61797 2.23533 -0.98136 0.559 0.639 0.922
H -0.53078 3.24376 -0.74121 0.284 -1.155 -0.167
H 0.57643 -2.26839 -4.40218 0.155 0.086 -0.073
H -1.08002 -0.02443 -5.68313 0.095 -0.008 0.022
H 0.99722 -2.36530 3.31270 0.754 0.808 0.190
H -1.27056 -1.73680 -6.02668 0.104 -0.045 -0.033
H 0.58036 0.12688 6.12899 -0.145 -0.642 -0.928
H 0.75421 -0.53822 -4.06237 -0.099 -0.047 0.105
H -1.59077 -2.07294 -3.65142 -0.001 0.038 0.051
H 2.69292 -2.70231 3.78741 -0.608 0.888 -0.576
H -0.14124 -1.34759 5.29657 0.817 0.764 0.000
H -1.40250 1.17208 0.91023 0.024 0.744 -1.073
H 2.43956 -1.38174 5.59809 -0.360 0.380 -0.787
H -0.70465 2.06761 -2.08090 -0.060 -0.227 1.109
H -0.00183 0.21676 4.41332 0.696 -0.543 0.450
H 0.23233 -0.91065 -6.48716 -0.061 -0.024 -0.011
H -3.65426 2.20992 0.83271 0.784 0.357 -0.879
H -2.65650 3.52148 -0.02955 -0.720 -0.894 0.019
H 1.35509 0.19127 -2.02094 -0.233 0.060 0.942
H 0.02617 -0.34509 -0.87243 0.432 0.799 -0.235
H -2.05571 0.58738 -0.66592 0.384 0.778 0.769